Record 1
The following is a DFT calculation (ωB97M-V/def2-TZVPD) of 2 unconnected molecules or ions with the total composition C4H9NO.

Values from the calculation:
Total charge: 0
SMILES string: C=CO.C=NC
Maximum force: 1.542 eV/A
Molar mass: 87.1 g/mol
HOMO-LUMO gap: 9.9 eV
Spin multiplicity: 1
Energy relative to the best compared isomer or geometry (same formula, charge and spin): 73.9 kcal per mole

Last column: natural (NBO) charge in e.
CARTESIAN COORDINATES (ANGSTROEM)
C 0.194 1.912 1.490  -0.527
C 0.447 2.924 0.662  0.137
O -0.621 3.485 0.011  -0.682
H 0.878 1.345 2.098  0.216
H -0.854 1.739 1.726  0.203
H 1.436 3.328 0.483  0.175
H -0.281 4.101 -0.661  0.480
C -0.222 -1.279 -0.056  -0.059
N 0.653 -2.101 -0.452  -0.386
C 0.008 -3.209 -1.232  -0.457
H -0.115 -0.424 0.612  0.183
H -1.228 -1.297 -0.485  0.122
H -0.882 -3.469 -0.675  0.191
H 0.694 -4.055 -1.221  0.202
H -0.108 -3.001 -2.299  0.203

Record 2
The following is a DFT calculation (ωB97M-V/def2-TZVPD) of a molecular structure, C27H24BCuF5IN9S.

Values from the calculation:
<S²>: 0.7556
Total charge: 0
Maximum force: 0.364 eV/A
Molar mass: 802.9 g/mol
HOMO-LUMO gap (spin up / spin down): 7.7 / 7.3 eV
Spin multiplicity: 2

Last column: natural (NBO) charge in e.
CARTESIAN COORDINATES (ANGSTROEM)
Cu -0.137 -0.493 -0.437  1.292
C 2.701 -1.818 -2.117  -0.659
C 2.892 -0.782 -1.062  0.203
C 4.093 -0.259 -0.572  -0.351
C 3.724 0.703 0.341  0.028
N 2.385 0.750 0.388  -0.344
N 1.869 -0.180 -0.456  -0.402
B 1.458 1.684 1.190  0.934
N 0.748 0.866 2.281  -0.354
C 0.931 0.774 3.608  -0.016
C 0.048 -0.155 4.100  -0.348
C -0.650 -0.618 2.974  0.169
C -1.691 -1.686 2.961  -0.647
N -0.216 0.000 1.877  -0.388
N 0.382 2.277 0.214  -0.326
C 0.054 3.566 0.062  0.019
C -0.842 3.668 -0.980  -0.352
C -1.011 2.357 -1.441  0.176
C -1.827 1.903 -2.605  -0.646
N -0.275 1.527 -0.699  -0.397
N 2.208 2.885 1.761  -0.380
C 2.038 3.609 2.894  -0.036
C 2.821 4.731 2.805  -0.352
C 3.449 4.627 1.547  0.137
C 4.419 5.569 0.908  -0.636
N 3.070 3.525 0.925  -0.291
H 3.660 -2.063 -2.571  0.220
H 2.263 -2.722 -1.700  0.262
H 2.037 -1.450 -2.901  0.218
H 5.089 -0.537 -0.868  0.228
H 4.316 1.378 0.931  0.237
H 1.702 1.326 4.118  0.222
H -0.067 -0.479 5.120  0.227
H -1.981 -1.923 3.984  0.217
H -2.585 -1.382 2.418  0.211
H -1.310 -2.586 2.479  0.256
H 0.504 4.324 0.680  0.234
H -1.282 4.564 -1.383  0.229
H -1.842 2.680 -3.368  0.231
H -1.407 1.005 -3.051  0.223
H -2.862 1.699 -2.322  0.217
H 1.336 3.328 3.660  0.221
H 2.919 5.516 3.535  0.225
H 4.633 6.409 1.567  0.215
H 5.359 5.065 0.682  0.225
H 4.022 5.961 -0.028  0.226
I -1.213 -1.996 -3.529  0.216
C -2.571 -1.338 -2.076  0.117
C -3.926 -1.529 -2.296  -0.292
C -4.820 -1.016 -1.373  -0.129
C -4.336 -0.316 -0.278  -0.244
C -2.971 -0.186 -0.133  0.065
N -2.099 -0.703 -1.008  -0.586
H -4.262 -2.062 -3.173  0.244
H -5.884 -1.153 -1.516  0.231
H -4.998 0.117 0.458  0.235
H -2.527 0.343 0.702  0.238
F -2.855 -6.843 -2.874  -0.287
C -2.183 -5.926 -2.176  0.263
C -2.844 -5.093 -1.294  0.293
F -4.170 -5.197 -1.142  -0.300
C -2.133 -4.153 -0.571  0.299
F -2.841 -3.389 0.274  -0.312
C -0.760 -3.964 -0.710  -0.278
S 0.173 -2.765 0.173  -0.354
C -0.132 -4.836 -1.600  0.330
F 1.183 -4.742 -1.818  -0.299
C -0.814 -5.800 -2.319  0.263
F -0.163 -6.596 -3.170  -0.289

Record 3
The following is a DFT calculation (ωB97M-V/def2-TZVPD) of a molecular structure, C13H43F3MgO19S4.

Values from the calculation:
Total charge: 0
Maximum force: 2.502 eV/A
Molar mass: 713.0 g/mol
HOMO-LUMO gap: 7.9 eV
Spin multiplicity: 1

Last column: Mulliken charge in e.
CARTESIAN COORDINATES (ANGSTROEM)
Mg -3.129 0.441 -0.248  1.015
C -6.801 0.110 2.043  0.576
F -7.611 0.410 3.057  -0.194
F -6.829 -1.229 1.837  -0.226
F -7.255 0.692 0.912  -0.226
S -5.081 0.626 2.416  1.403
O -4.670 -0.139 3.520  -0.598
O -4.360 0.182 1.206  -0.078
O -5.173 2.055 2.578  -0.728
C 0.061 -1.383 -0.756  -1.291
C -0.208 -0.518 0.472  1.066
C 0.691 0.708 0.576  -0.893
O -1.544 -0.300 0.691  -0.777
H 1.080 -1.306 -1.152  0.137
H -0.665 -1.285 -1.572  0.149
H -0.020 -2.458 -0.535  0.438
H 0.119 -1.146 1.332  -0.248
H 0.597 1.373 -0.294  0.189
H 1.722 0.361 0.695  0.204
H 0.413 1.311 1.444  0.047
O 6.465 -1.016 0.153  -0.647
S 5.190 -1.612 0.350  1.098
O 5.078 -3.006 0.606  -0.612
O 4.448 -0.789 1.492  -0.140
C 5.034 -0.743 2.809  -0.363
C 5.157 -2.087 3.480  -1.094
C 4.050 -1.121 -0.933  -0.630
H 4.342 -0.139 3.400  0.286
H 5.943 -0.137 2.788  0.316
H 6.000 -2.699 3.149  0.323
H 4.275 -2.686 3.250  0.304
H 5.290 -1.993 4.557  0.378
H 3.172 -1.709 -0.690  0.130
H 4.465 -1.342 -1.908  0.483
H 3.982 -0.065 -0.693  0.180
O -0.096 -1.815 -4.690  -0.630
S -0.122 -3.229 -4.792  1.212
O -1.344 -3.954 -4.738  -0.648
O 0.616 -3.556 -6.130  -0.344
C 0.501 -4.869 -6.769  -0.191
C 0.857 -6.057 -5.903  -1.116
C 0.951 -3.895 -3.541  -0.516
H 1.160 -4.768 -7.624  0.339
H -0.535 -4.940 -7.101  0.275
H 1.042 -6.881 -6.598  0.388
H 0.067 -6.353 -5.220  0.328
H 1.793 -5.895 -5.370  0.308
H 1.975 -3.581 -3.683  0.344
H 0.826 -4.971 -3.598  0.339
H 0.435 -3.584 -2.634  -0.077
O -0.333 3.804 -0.167  -0.685
S 0.773 4.704 -0.196  1.004
O 1.413 5.060 -1.401  -0.647
O 0.328 6.073 0.471  -0.340
C -0.812 6.053 1.386  0.407
C -0.576 7.117 2.424  -1.326
C 1.974 4.189 0.988  -0.557
H -0.937 5.069 1.845  -0.141
H -1.675 6.203 0.739  0.304
H -0.207 8.030 1.942  0.340
H 0.171 6.812 3.153  0.302
H -1.480 7.489 2.905  0.391
H 1.387 4.056 1.903  0.163
H 2.706 4.961 1.173  0.379
H 2.323 3.199 0.705  0.195
O -1.117 -2.686 3.282  -0.566
H -0.175 -2.878 3.256  0.268
H -1.432 -2.858 2.388  0.284
O -1.407 2.796 3.616  -0.628
H -0.594 2.954 3.127  0.232
H -1.705 3.660 3.918  0.283
O -2.323 0.907 -1.987  -0.415
H -2.140 1.857 -2.012  0.297
H -1.778 0.518 -2.681  0.223
O -3.765 -1.366 -1.022  -0.339
H -3.682 -1.734 -1.907  0.216
H -4.025 -2.094 -0.446  0.260
O -2.712 2.413 0.300  -0.091
H -1.772 2.655 0.312  0.271
H -3.200 3.203 0.552  0.153
O -1.935 0.012 3.547  -0.673
H -1.918 0.975 3.635  0.372
H -1.733 -0.161 2.614  0.077

Record 4
The following is a DFT calculation (ωB97M-V/def2-TZVPD) of a molecular structure, B5H20V.

Values from the calculation:
<S²>: 2.0088
Total charge: -2
Maximum force: 4.519 eV/A
Molar mass: 125.2 g/mol
HOMO-LUMO gap (spin up / spin down): 6.8 / 8.1 eV
Spin multiplicity: 3
Energy relative to the best compared isomer or geometry (same formula, charge and spin): 122.6 kcal per mole

Last column: natural (NBO) charge in e.
CARTESIAN COORDINATES (ANGSTROEM)
V -17.265 -16.761 -2.791  0.690
B -17.793 -18.353 -4.551  -0.594
H -18.709 -18.884 -4.762  -0.013
H -17.932 -17.283 -4.522  0.017
H -17.427 -18.592 -3.565  0.028
H -17.116 -18.650 -5.337  -0.025
B -19.242 -17.468 -1.890  -0.681
H -18.762 -18.399 -1.631  0.009
H -20.255 -17.376 -1.528  -0.001
H -18.689 -16.602 -1.561  0.046
H -19.184 -17.349 -2.961  0.054
B -18.210 -14.691 -2.908  -0.651
H -17.922 -13.767 -3.385  0.000
H -18.287 -15.367 -3.745  0.067
H -17.418 -14.965 -2.229  0.036
H -19.187 -14.544 -2.474  0.001
B -16.126 -17.532 -1.018  -0.588
H -16.266 -18.174 -0.162  0.000
H -16.783 -16.680 -0.941  0.049
H -15.128 -17.168 -1.206  -0.003
H -16.541 -18.116 -1.824  0.048
B -15.473 -16.218 -3.818  -0.721
H -16.321 -16.177 -4.485  0.073
H -14.548 -15.988 -4.323  0.016
H -15.633 -15.504 -3.025  0.064
H -15.449 -17.230 -3.446  0.081

Record 5
The following is a DFT calculation (ωB97M-V/def2-TZVPD) of a molecular structure, CH2BrNOS.

Values from the calculation:
Total charge: 0
Maximum force: 5.225 eV/A
Molar mass: 156.0 g/mol
HOMO-LUMO gap: 8.6 eV
Spin multiplicity: 1
Energy relative to the best compared isomer or geometry (same formula, charge and spin): 50.3 kcal per mole

Last column: natural (NBO) charge in e.
CARTESIAN COORDINATES (ANGSTROEM)
C -0.302 -1.262 -0.459  0.565
N -0.153 0.540 -0.117  -0.913
O -0.032 -2.072 0.338  -0.464
S -0.183 1.231 1.492  0.173
Br -1.053 -1.200 -2.104  0.153
H 0.658 0.947 -0.650  0.383
H 1.066 1.816 1.500  0.103

Record 6
The following is a DFT calculation (ωB97M-V/def2-TZVPD) of C4H9NOS2 in the gas phase.

Values from the calculation:
Total charge: 0
SMILES string: CO[C@@H](CN)C(=S)S
Maximum force: 1.568 eV/A
Molar mass: 151.3 g/mol
HOMO-LUMO gap: 8.5 eV
Spin multiplicity: 1
Energy relative to the best compared isomer or geometry (same formula, charge and spin): 38.9 kcal per mole

Last column: natural (NBO) charge in e.
CARTESIAN COORDINATES (ANGSTROEM)
C 1.726 0.076 -1.263  -0.255
O 0.422 0.525 -0.959  -0.552
C -0.434 -0.450 -0.453  -0.022
C -0.063 -0.845 0.963  -0.242
N 0.029 0.251 1.914  -0.848
C -1.801 0.151 -0.430  -0.290
S -3.121 -0.804 -0.504  0.005
S -1.925 1.848 -0.146  0.133
H 1.748 -0.886 -1.740  0.176
H 2.115 0.762 -2.023  0.202
H 2.393 0.047 -0.373  0.172
H -0.369 -1.343 -1.083  0.209
H -0.853 -1.494 1.346  0.217
H 0.886 -1.396 0.945  0.198
H -0.922 0.608 2.145  0.377
H 0.745 0.935 1.614  0.363
H -0.577 2.015 0.048  0.158